1.
The following is a quantum chemistry calculation of a 8-piece molecular cluster, C29H46O24 overall, from OMol25.

Calculated values
Frontier orbital gap (spin up / spin down), eV: 1.915 / 10.682
<S²>: 0.75
E_HOMO (spin up / spin down), eV: 0.1 / -8.7
LUMO energy (spin up / spin down), eV: 2.0 / 2.0
Energy, a.u.: -2938.341805

```
! wB97M-V def2-TZVPD RIJCOSX def2/J DEFGRID3
* xyz -1 2
C -8.974 6.648 -19.348
C -8.809 7.157 -20.794
O -7.477 6.653 -21.087
C -7.109 5.661 -20.273
O -6.241 4.861 -20.333
O -7.998 5.603 -19.256
H -9.935 6.221 -19.064
H -8.689 7.427 -18.641
H -8.649 8.235 -20.840
H -9.546 6.753 -21.488
C -6.062 3.820 -16.920
C -5.132 3.397 -17.886
O -4.191 2.702 -17.055
C -4.246 3.074 -15.806
O -3.588 2.637 -14.898
O -5.312 4.009 -15.737
H -6.835 3.072 -16.743
H -6.655 4.691 -17.197
H -4.596 4.139 -18.478
H -5.557 2.707 -18.615
C -7.987 3.394 -22.638
C -8.467 2.223 -21.665
C -7.743 0.916 -21.535
O -7.850 0.559 -20.235
C -7.962 1.669 -19.478
O -7.753 1.652 -18.259
O -8.405 2.634 -20.234
H -8.259 2.975 -23.607
H -6.916 3.560 -22.520
H -8.485 4.313 -22.329
H -9.504 1.968 -21.884
H -6.709 1.099 -21.827
H -8.177 0.154 -22.183
C -6.147 4.894 -12.059
C -4.851 4.685 -11.249
C -4.410 3.241 -10.845
O -3.141 3.134 -11.432
C -2.695 4.328 -11.906
O -1.621 4.492 -12.414
O -3.653 5.229 -11.787
H -6.168 4.348 -13.002
H -6.355 5.952 -12.218
H -7.020 4.583 -11.485
H -5.064 5.208 -10.317
H -5.143 2.578 -11.304
H -4.394 2.996 -9.783
C -4.162 -1.080 -16.333
C -5.553 -0.466 -16.016
C -6.775 -1.400 -15.810
O -7.411 -0.610 -14.793
C -6.561 0.271 -14.185
O -6.932 0.994 -13.273
O -5.406 0.163 -14.777
H -3.346 -0.386 -16.129
H -4.071 -1.375 -17.379
H -4.077 -1.980 -15.725
H -5.997 0.207 -16.750
H -6.484 -2.386 -15.449
H -7.500 -1.505 -16.618
C -0.431 0.962 -14.543
C 0.370 -0.371 -14.427
C -0.548 -1.577 -14.439
O -0.445 -2.012 -15.804
C 0.569 -1.327 -16.467
O 1.018 -1.516 -17.637
O 1.037 -0.421 -15.629
H 0.163 1.870 -14.647
H -0.758 1.064 -13.509
H -1.241 0.838 -15.262
H 1.254 -0.318 -13.792
H -1.626 -1.447 -14.334
H -0.262 -2.368 -13.746
C -3.752 6.887 -19.468
O -4.197 8.169 -19.330
C -4.756 8.667 -18.209
O -4.991 9.875 -18.205
O -5.016 7.702 -17.263
C -5.618 8.066 -16.095
H -4.244 6.326 -20.263
H -3.872 6.274 -18.575
H -2.694 6.870 -19.730
H -6.525 7.531 -15.814
H -6.129 9.023 -16.197
H -4.939 8.180 -15.250
C -9.519 5.985 -15.631
C -10.938 5.298 -15.657
O -11.116 4.496 -14.494
C -10.953 3.135 -14.572
O -11.377 2.374 -13.711
O -10.197 2.875 -15.642
C -9.538 1.607 -15.837
H -9.440 6.691 -16.457
H -8.766 5.260 -15.940
H -9.215 6.308 -14.635
H -11.148 4.879 -16.642
H -11.743 6.025 -15.548
H -9.936 0.974 -15.044
H -8.470 1.777 -15.704
H -9.651 1.094 -16.792
*
```

These are the Mulliken partial charges, in e, on atoms 1 to 5: number 1, C, carries -1.3544; number 2, C, carries -2.0066; number 3, O, carries -0.2571; number 4, C, carries 2.6421; number 5, O, carries -0.7166

***

2.
The following is a quantum chemistry calculation of C29H47AlBr3Cl2KMgN3O16S2 as an isolated structure, from OMol25.

Calculated values
Frontier orbital gap, eV: 1.128
E_HOMO, eV: -14.4
LUMO energy, eV: -13.3
Energy, a.u.: -12980.905212

```
! wB97M-V def2-TZVPD RIJCOSX def2/J DEFGRID3
* xyz 3 1
C 0.964 2.116 1.406
C 0.314 2.522 0.059
C -0.584 1.393 -0.497
C -0.737 1.533 -2.033
C -2.156 1.778 -2.567
C -2.440 0.813 -3.713
C -3.035 -0.563 -3.345
C -1.939 -1.499 -2.809
C -0.879 -1.818 -3.881
C 0.180 -2.829 -3.386
C 1.570 -2.116 -3.460
C 2.755 -3.021 -3.871
C 2.838 -4.051 -2.829
N 2.935 -4.833 -2.013
C 4.151 -2.282 -3.967
C 5.064 -2.590 -2.876
N 5.812 -2.833 -2.058
S 4.096 -0.470 -4.072
C 3.304 0.010 -5.594
O 5.455 -0.049 -4.173
O 3.450 0.089 -2.890
H 2.029 1.905 1.262
H 0.460 1.252 1.836
H 0.933 2.926 2.128
H -0.300 3.415 0.160
H 1.096 2.786 -0.665
H -0.113 0.413 -0.250
H -1.520 1.419 0.052
H -0.341 0.605 -2.515
H -0.118 2.366 -2.361
H -2.914 1.691 -1.788
H -2.156 2.788 -2.966
H -1.523 0.625 -4.266
H -3.121 1.285 -4.419
H -3.546 -0.972 -4.214
H -3.798 -0.418 -2.577
H -1.460 -1.029 -1.938
H -2.408 -2.412 -2.448
H -1.422 -2.159 -4.758
H -0.393 -0.887 -4.164
H -0.082 -3.107 -2.369
H 0.184 -3.826 -3.976
H 1.469 -1.236 -4.081
H 1.773 -1.817 -2.414
H 2.503 -3.550 -4.789
H 4.636 -2.600 -4.893
H 4.120 0.008 -6.315
H 2.563 -0.706 -5.944
H 2.930 1.028 -5.510
C -3.474 5.856 0.394
Br -4.009 3.990 0.357
Br -2.517 6.286 2.004
Br -2.481 6.307 -1.178
H -4.383 6.441 0.391
Mg 1.231 0.174 -1.148
O -0.299 3.103 -4.447
Cl -0.119 2.995 -5.883
O 0.593 4.126 -6.381
O -1.403 2.903 -6.521
O 0.633 1.784 -6.160
C 3.310 0.894 5.127
C 1.966 0.925 4.435
O 2.094 1.011 2.994
C 2.395 -0.122 2.362
O 2.555 -1.197 2.858
O 2.500 0.154 1.044
C 2.927 -0.980 0.267
H 3.926 1.734 4.805
H 3.182 0.942 6.208
H 3.850 -0.020 4.887
H 1.421 1.825 4.718
H 1.352 0.069 4.715
H 2.295 -1.841 0.455
H 3.965 -1.217 0.488
H 2.846 -0.693 -0.783
N -0.952 -3.760 1.564
C -0.256 -4.394 0.620
C 0.549 -5.500 0.852
C 0.639 -5.978 2.151
C -0.072 -5.333 3.150
C -0.850 -4.234 2.806
H -0.362 -3.985 -0.383
H 1.087 -5.971 0.041
H 1.253 -6.838 2.380
H -0.028 -5.672 4.175
H -1.423 -3.706 3.560
C -4.050 1.495 5.035
C -4.573 2.872 4.681
O -3.452 3.731 4.873
S -2.134 2.949 4.465
O -1.739 3.317 3.169
O -1.181 3.009 5.554
O -2.722 1.481 4.482
H -4.001 1.354 6.122
H -4.628 0.689 4.590
H -5.411 3.185 5.309
H -4.864 2.917 3.624
Cl -1.557 -4.678 -3.938
K -6.780 1.548 4.424
C -1.519 0.130 7.662
O -1.942 1.297 7.969
O -1.141 -0.024 6.308
O -1.403 -0.841 8.374
H -1.320 0.871 6.018
Al -0.124 3.528 7.099
*
```

These are the Mulliken partial charges, in e, on atoms 1 to 5: number 1, C, carries -1.4692; number 2, C, carries -1.3190; number 3, C, carries -0.8226; number 4, C, carries 0.1724; number 5, C, carries -0.7964

***

3.
The following is a quantum chemistry calculation of one molecule with the formula C29H47N5O4, from OMol25.

Calculated values
Frontier orbital gap, eV: 7.617
E_HOMO, eV: -8.1
LUMO energy, eV: -0.5
Energy, a.u.: -1707.555171

```
! wB97M-V def2-TZVPD RIJCOSX def2/J DEFGRID3
* xyz 0 1
C -2.993 -2.131 -4.185
C -4.308 -2.266 -3.223
O -4.426 -1.196 -2.258
C -4.198 -1.627 -0.897
C -2.778 -1.000 -0.411
N -2.855 0.218 0.321
C -1.502 0.601 0.641
C -1.391 1.935 1.496
C -0.028 2.526 1.885
C 1.292 1.774 1.415
C 2.671 2.475 1.799
C 2.571 3.995 2.300
C 2.100 5.055 1.185
C 1.040 6.062 1.867
O -0.261 6.039 1.202
C -0.184 6.506 -0.139
C 0.864 7.581 -0.697
O -1.021 6.035 -0.957
C 1.264 0.436 0.620
C 2.507 -0.399 0.095
C 3.886 -0.309 0.865
C 5.063 0.558 0.219
C 4.736 1.359 -1.115
N 4.661 0.478 -2.358
C 4.052 1.278 -3.460
N 2.765 1.618 -3.491
N 4.848 1.729 -4.650
C -0.188 -0.116 0.253
N -0.217 -1.347 -0.493
C -1.514 -1.807 -0.807
O -1.609 -3.063 -1.513
C -0.967 -4.087 -0.710
C -1.629 -4.328 0.745
C -0.655 -5.424 1.468
C -3.093 -4.993 0.710
C -4.020 -4.691 1.989
C -5.058 -3.481 1.807
C -3.232 -4.437 3.363
H -2.255 -1.342 -3.808
H -2.441 -3.143 -4.084
H -3.269 -1.995 -5.288
H -4.394 -3.322 -2.798
H -5.206 -2.145 -3.948
H -5.047 -1.161 -0.263
H -4.149 -2.754 -0.744
H -2.344 2.488 1.835
H -0.042 3.486 2.491
H 3.330 2.475 0.867
H 3.125 1.876 2.681
H 3.633 4.311 2.641
H 1.933 3.994 3.256
H 1.754 4.594 0.199
H 3.027 5.700 0.927
H 1.514 7.120 1.891
H 0.821 5.818 2.976
H 1.058 8.323 0.174
H 1.876 7.121 -0.957
H 0.380 8.177 -1.537
H 2.187 -1.513 0.172
H 2.555 -0.227 -1.050
H 3.752 0.043 1.960
H 4.310 -1.383 0.978
H 5.447 1.314 1.001
H 5.961 -0.132 -0.009
H 3.724 1.923 -1.106
H 5.517 2.174 -1.386
H 5.619 0.256 -2.690
H 2.312 1.266 -2.615
H 4.641 1.025 -5.393
H 4.417 2.595 -5.036
H -0.984 -5.120 -1.232
H 0.153 -3.881 -0.506
H -1.582 -3.405 1.430
H 0.464 -5.176 1.297
H -0.788 -5.434 2.611
H -0.847 -6.492 1.109
H -3.638 -4.758 -0.279
H -2.925 -6.141 0.699
H -4.661 -5.643 2.156
H -5.848 -3.402 2.627
H -5.552 -3.523 0.768
H -4.462 -2.493 1.832
H -2.666 -5.351 3.764
H -2.564 -3.492 3.349
H -4.042 -4.205 4.161
*
```

These are the Mulliken partial charges, in e, on atoms 1 to 5: number 1, C, carries -0.7292; number 2, C, carries -0.1381; number 3, O, carries -0.4361; number 4, C, carries 0.2210; number 5, C, carries 0.8881

***

4.
The following is a quantum chemistry calculation of C29H48AlNOP2 as an isolated structure, from OMol25.

Calculated values
Frontier orbital gap (spin up / spin down), eV: 5.706 / 6.133
<S²>: 0.76
E_HOMO (spin up / spin down), eV: -9.0 / -10.0
ΔE to the lowest compared entry with this formula, charge and spin, kcal per mole: 0.0
LUMO energy (spin up / spin down), eV: -3.3 / -3.8
Energy, a.u.: -2188.573474

```
! wB97M-V def2-TZVPD RIJCOSX def2/J DEFGRID3
* xyz 1 2
Al -0.521 -1.215 -0.538
C -0.720 1.498 0.415
C -1.617 0.485 -0.098
C -0.926 -0.084 2.078
C -0.332 1.134 1.715
C -1.733 -0.558 0.977
C -0.417 2.773 -0.265
H -0.849 2.807 -1.271
H 0.671 2.922 -0.340
H -0.833 3.624 0.294
C 0.476 1.952 2.656
H 0.839 2.868 2.184
H 1.348 1.380 2.998
H -0.102 2.232 3.550
C -0.875 -0.676 3.431
H -1.488 -0.114 4.152
H 0.154 -0.670 3.819
H -1.235 -1.709 3.420
C -2.885 -1.497 1.129
H -3.762 -0.965 1.530
H -2.633 -2.309 1.821
H -3.173 -1.947 0.171
C -2.631 0.749 -1.165
H -3.440 1.383 -0.766
H -3.076 -0.175 -1.554
H -2.175 1.288 -2.007
C 1.433 -1.173 -1.168
C 0.697 -0.350 -2.053
C 0.207 -0.804 -3.404
C -0.644 -2.112 -3.428
C -1.369 -2.474 -2.154
C -0.781 -3.158 -1.053
C 0.655 -3.638 -1.063
C 1.764 -2.624 -1.468
H 1.042 -0.908 -4.123
H -0.031 -2.946 -3.822
H -0.422 0.007 -3.813
H 1.994 -2.768 -2.538
H 2.094 -0.685 -0.447
H 0.838 0.730 -1.959
H 2.686 -2.905 -0.927
H 0.908 -4.065 -0.076
H -1.446 -3.715 -0.387
H 0.713 -4.479 -1.802
H -1.427 -1.950 -4.195
H -2.448 -2.567 -2.285
P 2.214 -5.487 -3.047
P 0.579 -6.684 -0.758
C 2.006 -7.329 -3.091
C 1.662 -7.880 -1.701
H 2.930 -7.781 -3.486
H 1.200 -7.539 -3.807
H 1.127 -8.837 -1.768
H 2.570 -8.042 -1.102
C 0.472 -7.606 0.818
H -0.368 -7.209 1.402
H 1.402 -7.458 1.379
H 0.320 -8.678 0.624
C -1.008 -7.214 -1.529
H -0.980 -8.290 -1.749
H -1.178 -6.657 -2.458
H -1.830 -7.005 -0.833
C 3.992 -5.396 -2.602
H 4.351 -4.365 -2.742
H 4.569 -6.083 -3.244
H 4.128 -5.679 -1.547
C 2.205 -5.080 -4.822
H 1.401 -5.637 -5.321
H 3.172 -5.310 -5.284
H 2.004 -4.005 -4.925
O 2.796 1.510 0.450
N 3.992 2.038 0.368
C 5.001 1.554 1.157
C 6.272 2.097 1.078
C 6.539 3.144 0.192
C 5.493 3.637 -0.589
C 4.231 3.076 -0.493
H 4.735 0.742 1.836
H 7.040 1.676 1.720
H 7.541 3.565 0.125
H 5.637 4.464 -1.281
H 3.379 3.418 -1.074
*
```

These are the Mulliken partial charges, in e, on atoms 1 to 5: number 1, Al, carries -1.0294; number 2, C, carries 0.5271; number 3, C, carries 1.2936; number 4, C, carries -0.5072; number 5, C, carries 1.0956

***

5.
The following is a quantum chemistry calculation of C29H48BrCoNOP2 as an isolated structure, from OMol25.

Calculated values
Frontier orbital gap (spin up / spin down), eV: 6.849 / 4.582
<S²>: 3.80
E_HOMO (spin up / spin down), eV: -13.4 / -13.7
ΔE to the lowest compared entry with this formula, charge and spin, kcal per mole: 83.6
LUMO energy (spin up / spin down), eV: -6.6 / -9.1
Energy, a.u.: -5902.576410

```
! wB97M-V def2-TZVPD RIJCOSX def2/J DEFGRID3
* xyz 2 4
N -5.023 1.694 -3.378
C -4.970 1.996 -2.081
C -3.779 1.880 -1.338
C -2.610 1.473 -2.009
C -2.679 1.184 -3.391
C -3.936 1.258 -4.016
C -1.294 1.345 -1.278
Co 0.121 0.050 -0.732
P 2.739 -0.730 -0.405
C 0.043 1.623 -1.825
C 0.858 2.722 -1.236
C 2.004 3.217 -1.939
C 2.889 4.047 -1.249
C 2.669 4.341 0.107
C 1.423 4.124 0.685
C 0.543 3.252 0.032
Br 4.016 5.091 1.119
H -1.401 1.520 -0.188
H 0.255 1.388 -2.867
H -3.764 2.093 -0.270
H -1.784 0.884 -3.948
H -5.896 2.377 -1.619
H -4.027 1.006 -5.077
H 2.082 3.039 -3.014
H -0.385 2.960 0.543
H 3.765 4.466 -1.738
H 1.204 4.577 1.647
P -1.388 -1.726 -0.593
C 3.466 0.847 0.166
C 4.962 1.004 -0.138
H 3.291 0.889 1.255
H 2.850 1.631 -0.301
H 5.261 2.041 0.072
H 5.558 0.334 0.501
H 5.192 0.773 -1.189
C 2.351 -0.608 -2.181
C 3.525 -1.100 -3.025
H 2.083 0.435 -2.426
H 1.465 -1.247 -2.338
H 3.207 -1.204 -4.066
H 4.345 -0.377 -2.977
H 3.881 -2.071 -2.667
C 1.538 -1.225 0.862
C 2.210 -1.569 2.194
H 1.109 -2.159 0.462
H 0.752 -0.390 0.941
H 1.464 -1.989 2.879
H 2.996 -2.319 2.015
H 2.662 -0.676 2.644
C -1.349 -2.437 1.133
C -1.357 -3.949 1.102
H -2.215 -2.011 1.665
H -0.466 -2.015 1.635
H -2.314 -4.373 0.792
H -0.620 -4.337 0.401
H -1.103 -4.341 2.086
C -0.429 -2.976 -1.579
C -0.267 -2.513 -3.009
H -0.980 -3.926 -1.563
H 0.533 -3.149 -1.086
H -1.088 -2.884 -3.627
H -0.288 -1.416 -3.118
H 0.662 -2.892 -3.449
C -3.073 -2.331 -1.158
C -4.291 -2.295 -0.216
H -2.929 -3.404 -1.459
H -3.292 -1.790 -2.099
H -5.191 -2.490 -0.837
H -4.253 -3.094 0.543
H -4.382 -1.330 0.293
C -0.205 1.493 5.237
C -1.265 0.397 5.502
C -1.137 -0.581 4.322
O -0.072 -0.156 3.455
C 0.385 1.150 3.852
H -0.644 2.495 5.228
H 0.584 1.451 5.997
H -2.272 0.820 5.535
H -1.069 -0.120 6.446
H -0.937 -1.608 4.664
H -2.070 -0.612 3.733
H 0.058 1.890 3.096
H 1.489 1.157 3.861
*
```

These are the Mulliken partial charges, in e, on atoms 1 to 5: number 1, N, carries -0.5445; number 2, C, carries -0.5010; number 3, C, carries -0.3337; number 4, C, carries 1.0575; number 5, C, carries -0.4852